1.
{"formula": "C20H16ClN5O3S", "method": "the ωB97M-V functional and the def2-TZVPD basis", "elements": ["C", "N", "C", "C", "C", "C", "C", "O", "C", "C", "C", "Cl", "C", "C", "C", "S", "C", "N", "C", "C", "C", "N", "C", "O", "C", "N", "C", "N", "C", "O", "H", "H", "H", "H", "H", "H", "H", "H", "H", "H", "H", "H", "H", "H", "H", "H"], "xyz": [[-3.58, 6.67, -1.11], [-2.10, 6.56, -1.08], [-1.57, 5.84, 0.06], [-0.72, 4.66, -0.49], [-0.61, 3.45, 0.21], [0.02, 2.34, -0.46], [0.09, 0.93, 0.10], [-0.92, 0.63, 0.80], [1.32, 0.17, 0.17], [2.63, 0.66, 0.13], [3.74, -0.13, 0.31], [5.31, 0.75, 0.18], [3.66, -1.49, 0.55], [2.38, -1.97, 0.84], [2.28, -3.49, 1.04], [3.50, -4.07, 2.26], [2.70, -5.33, 3.23], [1.45, -5.00, 3.72], [0.75, -5.93, 4.37], [1.29, -7.17, 4.58], [2.55, -7.49, 4.11], [3.25, -6.46, 3.49], [1.23, -1.17, 0.54], [-0.03, -1.73, 0.60], [0.57, 2.57, -1.77], [0.50, 3.78, -2.39], [-0.23, 4.78, -1.82], [-0.37, 5.95, -2.55], [-1.48, 6.71, -2.34], [-1.96, 7.38, -3.27], [-3.82, 7.44, -0.31], [-4.17, 5.78, -0.99], [-3.94, 7.11, -1.98], [-2.36, 5.24, 0.53], [-1.09, 6.65, 0.63], [-0.94, 3.37, 1.29], [2.89, 1.70, 0.17], [4.63, -2.08, 0.40], [2.47, -3.96, 0.10], [1.33, -3.81, 1.48], [-0.20, -5.70, 4.93], [0.69, -7.96, 5.01], [2.97, -8.47, 4.25], [-0.76, -1.11, 0.73], [1.02, 1.80, -2.41], [-0.03, 5.90, -3.51]], "smiles": "CN1Cc2cc(C(=O)c3cc(Cl)cc(CSc4ncccn4)c3O)cnc2NC1=O", "e_tot_ha": -2129.57937, "relative_energy_kcal_mol": 57.7, "homo_energy_ev": -8.916}

***

2.
{"formula": "C20H16F10NO8S", "method": "the ωB97M-V functional and the def2-TZVPD basis", "elements": ["C", "C", "C", "C", "C", "C", "C", "C", "C", "C", "C", "O", "C", "F", "F", "C", "F", "F", "C", "F", "F", "C", "O", "O", "C", "O", "N", "C", "C", "F", "C", "O", "H", "H", "H", "H", "H", "H", "H", "H", "H", "H", "H", "H", "H", "H", "H", "H", "C", "F", "F", "F", "S", "O", "O", "O"], "xyz": [[0.09, 3.20, -1.34], [-1.29, 3.53, -0.60], [-2.05, 2.25, 0.00], [-3.49, 2.10, -0.70], [-1.17, 0.90, -0.05], [-1.45, -0.04, -1.27], [-0.65, -1.35, -1.41], [0.42, -1.64, -0.32], [0.77, -0.75, 0.88], [-0.07, 0.57, 1.04], [0.19, 1.58, 2.23], [0.15, 2.83, 2.04], [0.58, 1.13, 3.74], [1.43, -0.03, 3.77], [1.40, 2.20, 4.25], [-0.67, 1.03, 4.73], [-0.14, 1.23, 6.06], [-1.57, 2.09, 4.51], [-1.41, -0.40, 4.77], [-2.44, -0.28, 5.78], [-0.58, -1.47, 5.20], [-2.22, -0.75, 3.41], [-2.75, 0.14, 2.72], [-2.34, -2.13, 3.08], [1.00, -3.04, -0.82], [1.83, -3.63, -0.10], [0.39, -3.46, -2.11], [0.08, -4.92, -2.17], [1.37, -5.86, -2.33], [-0.84, -5.29, -3.21], [-0.66, -2.51, -2.50], [-1.44, -2.47, -3.47], [0.85, 2.63, -0.70], [0.59, 4.22, -1.57], [-0.05, 2.70, -2.37], [-1.04, 4.22, 0.28], [-1.99, 4.13, -1.30], [-2.22, 2.45, 1.13], [-4.22, 2.95, -0.42], [-3.98, 1.07, -0.57], [-3.31, 2.23, -1.84], [-2.21, 0.19, -2.09], [1.61, -1.07, 1.58], [-3.23, -2.39, 3.44], [-0.45, -5.18, -1.17], [1.79, -5.75, -3.38], [2.21, -5.64, -1.59], [1.04, -6.95, -2.11], [4.72, 2.32, -2.53], [4.40, 3.40, -1.79], [5.62, 2.75, -3.45], [5.41, 1.49, -1.70], [3.23, 1.50, -3.29], [2.63, 2.52, -4.14], [2.39, 1.11, -2.17], [3.76, 0.37, -4.05]], "e_tot_ha": -2825.10233, "charge": -1, "homo_energy_ev": -5.815}

***

3.
{"formula": "C20H16F2NRhS4", "method": "the ωB97M-V functional and the def2-TZVPD basis", "elements": ["Rh", "S", "C", "C", "C", "C", "C", "C", "S", "C", "C", "C", "C", "C", "C", "C", "S", "C", "C", "C", "C", "C", "C", "S", "N", "H", "H", "H", "H", "H", "H", "H", "H", "H", "H", "H", "H", "H", "H", "H", "F", "C", "F", "H"], "xyz": [[0.70, 0.35, 0.49], [2.60, 0.91, 1.69], [3.57, 1.94, 0.66], [4.89, 2.21, 1.03], [5.69, 3.03, 0.27], [5.20, 3.62, -0.90], [3.90, 3.37, -1.28], [3.10, 2.53, -0.51], [1.41, 2.28, -0.97], [0.69, 3.50, 0.23], [-0.77, 3.22, 0.30], [-1.74, 4.14, -0.08], [-3.06, 3.71, -0.19], [-3.35, 2.38, 0.05], [-2.33, 1.54, 0.48], [-2.48, 0.05, 0.56], [-1.26, -0.56, -0.70], [-0.94, -2.28, -0.42], [-1.96, -3.22, -0.35], [-1.65, -4.56, -0.17], [-0.31, -4.94, -0.08], [0.70, -4.00, -0.16], [0.41, -2.65, -0.32], [1.72, -1.47, -0.40], [-1.07, 1.97, 0.64], [5.28, 1.75, 1.93], [6.71, 3.21, 0.58], [5.83, 4.27, -1.49], [3.49, 3.81, -2.18], [0.92, 4.51, -0.12], [1.17, 3.30, 1.19], [-1.46, 5.15, -0.33], [-3.83, 4.39, -0.51], [-4.34, 1.98, -0.10], [-3.50, -0.27, 0.36], [-2.08, -0.33, 1.49], [-2.99, -2.90, -0.44], [-2.44, -5.29, -0.10], [-0.06, -5.98, 0.06], [1.74, -4.31, -0.06], [-0.27, 0.05, 3.06], [0.24, -0.80, 2.08], [1.27, -1.46, 2.67], [-0.53, -1.56, 1.90]], "e_tot_ha": -2729.57188, "homo_energy_ev": -7.237}

***

4.
{"formula": "C20H16FN7O", "method": "the ωB97M-V functional and the def2-TZVPD basis", "elements": ["O", "C", "C", "N", "C", "N", "C", "C", "C", "N", "C", "C", "C", "N", "C", "C", "N", "C", "C", "C", "C", "F", "C", "C", "C", "N", "C", "C", "N", "H", "H", "H", "H", "H", "H", "H", "H", "H", "H", "H", "H", "H", "H", "H", "H"], "xyz": [[5.88, 0.64, -3.70], [4.82, 1.08, -3.30], [4.53, 1.34, -1.83], [3.15, 1.80, -1.65], [2.32, 1.41, -0.52], [1.07, 1.56, -0.76], [0.19, 1.01, 0.07], [0.59, 0.29, 1.13], [-0.39, -0.23, 2.09], [-0.01, -0.53, 3.29], [-1.05, -1.20, 3.85], [-1.14, -1.94, 5.04], [-2.40, -2.59, 5.34], [-3.42, -2.62, 4.50], [-3.26, -1.92, 3.38], [-2.08, -1.23, 3.04], [-1.72, -0.55, 1.87], [-2.49, -0.64, 0.69], [-3.78, -0.11, 0.67], [-4.59, -0.25, -0.49], [-4.22, -0.91, -1.64], [-4.98, -1.14, -2.74], [-2.83, -1.31, -1.61], [-2.02, -1.20, -0.48], [1.94, 0.09, 1.35], [2.82, 0.65, 0.44], [2.60, 2.63, -2.80], [2.51, 1.73, -3.99], [3.93, 1.31, -4.29], [4.68, 0.36, -1.33], [5.33, 2.11, -1.53], [-0.88, 0.94, -0.09], [-0.35, -1.92, 5.72], [-2.47, -3.23, 6.26], [-4.04, -1.91, 2.61], [-4.14, 0.39, 1.51], [-5.67, 0.07, -0.34], [-2.46, -1.90, -2.44], [-1.03, -1.64, -0.49], [2.28, -0.56, 2.18], [1.66, 2.97, -2.42], [3.17, 3.56, -3.02], [2.04, 2.18, -4.82], [2.04, 0.78, -3.82], [3.85, 0.62, -4.93]], "smiles": "O=C1CN(c2ncc(-c3nc4ccncc4n3-c3ccc(F)cc3)cn2)CCN1", "e_tot_ha": -1330.09458, "relative_energy_kcal_mol": 27.2, "homo_energy_ev": -8.640}

***

| no. | orbital gap (eV) |
| --- | --- |
| 1 | 7.99 |
| 2 | 6.40 |
| 3 | 7.01 |
| 4 | 8.55 |